Formula: C22H20FN3O5S
Source: OMol25
Level of theory: ωB97M-V/def2-TZVPD

XYZ file:
```
52
C22H20FN3O5S ωB97M-V/def2-TZVPD
O 2.262 2.049 2.626
C 1.841 1.329 1.741
C 0.964 1.880 0.656
C 1.395 1.892 -0.668
C 0.614 2.490 -1.642
C -0.589 3.066 -1.284
S -1.602 3.842 -2.536
O -1.872 5.196 -2.161
O -1.052 3.566 -3.828
N -3.079 3.055 -2.332
C -3.391 1.843 -2.937
C -2.389 0.906 -3.177
C -2.699 -0.313 -3.751
C -4.014 -0.593 -4.071
F -4.319 -1.786 -4.625
C -5.027 0.318 -3.835
C -4.710 1.539 -3.271
C -1.022 3.082 0.027
C -0.237 2.492 1.003
N 2.170 0.018 1.647
C 1.509 -0.960 0.815
C 0.713 -1.930 1.700
N 1.580 -2.533 2.690
C 1.928 -3.839 2.524
O 1.491 -4.492 1.588
C 2.805 -4.505 3.500
C 3.335 -5.764 3.352
C 4.061 -6.034 4.530
C 3.918 -4.931 5.316
O 3.166 -4.003 4.708
C 2.214 -1.545 3.531
C 3.021 -0.574 2.658
H 2.343 1.447 -0.929
H 0.920 2.522 -2.676
H -3.842 3.707 -2.239
H -1.369 1.144 -2.929
H -1.932 -1.044 -3.951
H -6.044 0.073 -4.098
H -5.488 2.264 -3.086
H -1.955 3.564 0.269
H -0.543 2.506 2.038
H 0.838 -0.470 0.109
H 2.266 -1.525 0.259
H 0.286 -2.730 1.094
H -0.086 -1.387 2.216
H 3.207 -6.396 2.499
H 4.608 -6.924 4.762
H 4.288 -4.693 6.294
H 2.866 -2.013 4.263
H 1.434 -0.987 4.061
H 3.431 0.234 3.265
H 3.834 -1.114 2.161
```

- Kohn-Sham gap (eV) = 8.7858
- LUMO (eV) = 0.083
- E (Eh) = -1888.87103
- SMILES string = O=C(c1ccc(S(=O)(=O)Nc2ccc(F)cc2)cc1)N1CCN(C(=O)c2ccco2)CC1
- HOMO (eV) = -8.70
- energy relative to the best compared isomer or geometry (same formula, charge and spin) (kcal per mole) = 0.0
- max |F| (eV Å⁻¹) = 1.37